The following is a quantum chemistry calculation of a 24-piece molecular cluster, C32H37Cl69N2O3 overall in a non-equilibrium geometry, from the OMol25 dataset.

Each line ends with the Löwdin charge.
CARTESIAN COORDINATES (ANGSTROEM)
Cl (2.30, -7.85, -12.46)  0.521
Cl (1.93, 1.14, 5.59)  0.493
C (0.37, 4.70, 4.05)  -1.530
Cl (6.64, -9.25, 5.86)  0.483
H (-11.73, 4.95, 0.12)  -0.020
Cl (0.48, 2.02, 10.32)  0.538
C (-8.97, 2.44, 1.81)  -1.538
C (-2.22, 3.64, -0.89)  -0.300
Cl (5.25, -8.15, 3.36)  0.503
H (0.40, -7.87, -13.83)  0.013
Cl (-0.32, -5.21, -7.02)  0.453
H (1.97, 1.74, -0.67)  0.042
C (-2.75, 3.86, 0.50)  -0.464
Cl (2.23, -2.00, -3.22)  0.511
Cl (3.07, 6.55, -0.58)  0.540
C (1.02, 3.05, 9.00)  -1.534
H (4.42, 7.40, 1.13)  0.012
Cl (9.75, -5.02, 9.03)  0.533
Cl (0.66, -10.12, -13.23)  0.511
Cl (-14.59, 10.94, -0.12)  0.521
Cl (-15.90, 10.42, -2.65)  0.522
Cl (6.03, -11.59, 7.46)  0.532
C (0.68, -8.38, -12.92)  -1.532
C (-4.24, 6.48, -3.43)  -1.466
H (0.65, 4.24, -0.51)  0.103
Cl (2.54, 2.46, 8.32)  0.460
Cl (-5.71, 7.06, -2.64)  0.519
C (0.97, 3.81, -2.55)  -0.177
Cl (3.19, 5.81, 10.10)  0.568
H (-1.37, 4.45, -2.47)  0.042
H (-8.07, 1.92, 1.54)  0.011
C (6.37, -8.94, -2.26)  -1.548
Cl (1.18, -4.44, -2.05)  0.459
C (2.07, 2.72, -2.58)  -0.255
Cl (-10.21, 6.36, -0.96)  0.492
H (-14.51, 9.00, -1.42)  -0.029
C (1.97, -3.73, -3.45)  -1.482
Cl (-1.50, -7.17, -1.94)  0.513
Cl (1.45, -0.59, 1.69)  0.515
Cl (-0.79, 0.54, 0.21)  0.617
Cl (8.30, -7.36, 8.10)  0.536
H (-0.02, 2.64, -0.99)  0.042
Cl (-1.98, -5.72, -4.41)  0.490
Cl (0.97, -6.08, -9.47)  0.508
Cl (9.46, -7.33, 10.76)  0.530
Cl (1.01, -6.14, 1.04)  0.518
Cl (-13.00, 10.42, -2.49)  0.512
Cl (3.65, 5.38, 2.00)  0.517
C (9.63, -6.78, 9.09)  -1.533
H (2.78, 3.29, -0.61)  0.054
H (2.94, -7.40, 1.47)  -0.069
H (1.46, 4.78, -2.58)  0.089
Cl (3.81, 0.19, 3.62)  0.507
H (-0.41, 4.32, 4.69)  0.003
N (-3.46, 0.89, -3.08)  0.027
Cl (0.76, -11.86, -10.31)  0.503
C (-3.89, 2.24, -0.42)  -0.497
C (-2.89, 2.64, -1.42)  -0.188
C (4.26, 6.41, 0.72)  -1.548
H (6.68, -9.47, 8.19)  -0.022
C (-2.62, 2.07, -2.77)  -0.221
Cl (4.76, 0.95, 6.26)  0.523
Cl (2.58, -14.12, -10.15)  0.523
O (-4.66, 1.43, -0.49)  0.241
Cl (8.70, -10.45, 7.53)  0.505
H (-0.76, -1.35, 1.60)  0.019
Cl (-0.49, -7.97, -11.67)  0.505
H (-3.04, -5.45, -2.34)  0.013
C (-0.07, -0.94, 0.87)  -1.496
Cl (2.25, 7.38, 7.84)  0.532
Cl (5.79, 5.81, 0.09)  0.524
Cl (5.14, -8.09, -3.20)  0.513
H (-4.49, 6.23, -4.45)  0.017
Cl (-10.06, 2.42, 0.43)  0.524
Cl (4.28, -10.83, 3.97)  0.531
H (0.35, 3.75, -3.44)  0.104
H (3.60, 1.87, -1.27)  0.065
Cl (4.47, 0.76, -4.38)  0.537
Cl (4.02, -9.77, 1.29)  0.548
Cl (-0.22, 3.15, 7.74)  0.522
H (3.28, -0.77, 5.68)  0.018
C (6.98, -10.10, 7.37)  -1.571
H (-8.38, 11.01, -2.15)  0.014
H (1.62, 1.84, -3.05)  0.092
H (2.88, 3.05, -3.22)  0.079
H (-3.17, 0.19, -2.41)  0.065
Cl (-6.60, 10.10, -3.38)  0.503
H (6.02, -9.95, -2.09)  0.012
C (2.76, -6.40, 1.11)  -1.548
C (3.61, 6.47, 8.51)  -1.506
H (-3.11, 0.56, -3.97)  0.068
O (-3.82, 3.05, 0.68)  0.179
C (-0.55, -6.00, -8.58)  -1.524
Cl (2.84, 9.96, 10.54)  0.514
H (-0.89, -7.01, -8.41)  0.016
H (2.72, 7.95, 11.73)  -0.053
O (-2.29, 4.57, 1.25)  0.209
Cl (-11.81, 6.91, 1.40)  0.533
Cl (-3.01, 7.73, -3.44)  0.540
Cl (0.17, -2.13, -0.41)  0.501
C (2.65, 2.39, -1.21)  -0.095
Cl (3.48, -6.26, -0.50)  0.489
H (2.94, -4.20, -3.58)  0.019
Cl (3.52, -5.26, 2.22)  0.521
Cl (-3.62, 5.01, -2.64)  0.777
C (5.02, -9.80, 2.75)  -1.516
H (0.27, -14.09, -9.79)  0.010
C (-14.50, 10.05, -1.64)  -1.564
Cl (0.77, 3.46, 2.86)  0.507
Cl (7.34, 0.37, -4.20)  0.529
Cl (1.79, 5.07, 5.04)  0.471
C (0.14, 3.67, -1.27)  -0.191
C (2.52, 8.99, 11.97)  -1.567
Cl (-9.25, 10.82, -4.32)  0.523
Cl (5.56, -1.17, -2.51)  0.510
N (-1.18, 4.32, -1.50)  0.006
Cl (-1.78, -5.16, -9.53)  0.529
Cl (3.57, 9.46, 13.30)  0.525
C (5.76, -0.40, -4.09)  -1.551
Cl (7.89, -9.01, -3.14)  0.531
Cl (-9.70, 1.61, 3.19)  0.521
Cl (-8.97, 8.75, -2.31)  0.478
H (1.19, 4.04, 9.39)  -0.038
Cl (0.45, -14.11, -12.13)  0.518
C (-11.72, 6.01, -0.12)  -1.537
H (5.70, -1.17, -4.84)  0.012
C (-2.70, -6.31, -2.91)  -1.541
H (-1.58, 1.71, -2.74)  0.114
C (-8.30, 10.26, -2.93)  -1.527
Cl (1.02, -4.03, -4.91)  0.482
Cl (0.82, 9.12, 12.44)  0.528
Cl (-13.11, 6.37, -1.14)  0.539
H (10.55, -7.19, 8.70)  0.015
Cl (6.59, -8.17, -0.69)  0.503
H (-2.66, 2.79, -3.57)  0.086
H (4.44, 7.15, 8.63)  0.016
C (0.93, -13.61, -10.50)  -1.551
Cl (4.09, 5.18, 7.41)  0.509
Cl (-8.54, 4.10, 2.25)  0.524
Cl (-4.09, -7.33, -3.24)  0.527
H (5.98, -10.20, 2.49)  0.019
Cl (-0.22, 6.16, 3.26)  0.555
C (3.43, 0.24, 5.34)  -1.516

HOMO-LUMO gap ... 9.26 eV
2S+1 ... 1

The following is a quantum chemistry calculation of a 7-piece molecular cluster, C32H37NO18S overall in a non-equilibrium geometry, from the OMol25 dataset.

Each line ends with the Löwdin charge.
CARTESIAN COORDINATES (ANGSTROEM)
H (4.45, 8.28, -5.59)  0.139
H (0.78, -7.68, 7.44)  0.139
O (2.64, 3.78, -0.86)  0.060
C (6.06, 7.18, -3.60)  -0.512
C (3.20, -1.27, -4.34)  -0.069
N (1.56, -0.01, -0.61)  -0.048
O (-5.79, 4.65, -1.85)  0.121
O (-3.47, -7.56, 7.31)  0.129
O (6.11, 6.62, -2.52)  0.131
C (-6.04, -0.51, 0.64)  -0.144
C (3.43, 4.32, -2.93)  -0.136
C (-0.47, -7.33, 5.71)  -0.138
H (6.41, 9.65, -5.49)  0.139
O (-2.60, -3.99, 4.32)  0.066
H (-0.09, -1.18, 1.63)  0.099
H (-5.99, -0.99, -0.34)  0.123
C (4.99, -2.50, 1.18)  -0.150
C (-4.83, 3.91, -1.71)  -0.520
O (-3.70, 4.25, -1.02)  0.074
O (-1.88, -7.42, 5.67)  0.050
C (4.63, -1.89, -3.73)  -0.067
S (0.45, 0.08, -3.66)  0.775
H (6.05, -2.19, 1.62)  0.081
H (4.68, 3.98, -1.20)  0.139
C (5.40, 7.74, -5.66)  -0.138
H (3.91, 2.51, -1.85)  0.129
C (-2.88, -2.80, 3.70)  -0.506
C (-3.78, -4.40, 4.98)  -0.137
H (6.03, -2.33, -1.70)  0.093
C (2.16, -0.64, -3.24)  -0.382
H (-2.73, -2.22, 1.34)  0.072
C (-4.93, 1.10, 1.73)  -0.516
C (4.27, -1.12, 0.62)  -0.220
C (-2.20, -1.76, 0.37)  -0.026
H (5.51, 7.34, -6.67)  0.139
C (5.01, -1.87, -2.11)  -0.041
O (5.41, 6.70, -4.70)  0.051
H (-3.73, -4.08, 6.03)  0.142
H (-2.84, 2.42, -2.96)  0.138
C (-2.93, 3.07, -0.90)  -0.118
O (0.43, 4.10, -1.34)  0.123
H (3.87, 3.86, -3.82)  0.142
H (-5.21, -4.27, 3.36)  0.137
C (3.97, -1.21, -1.02)  -0.079
H (5.10, -3.31, 0.32)  0.072
H (-3.14, 2.61, 0.08)  0.124
C (-2.97, -1.73, -1.10)  -0.060
C (2.53, -0.61, -1.61)  -0.138
H (-6.78, 1.27, -0.34)  0.135
H (5.35, -2.38, -4.54)  0.082
O (-2.04, -2.08, 3.19)  0.097
H (7.51, 8.26, -5.73)  0.137
H (0.01, -9.15, 6.79)  0.137
H (-3.89, -5.48, 4.94)  0.133
C (-0.66, -1.17, 0.58)  0.038
H (-1.86, 3.29, -0.96)  0.118
H (-5.71, -3.43, 4.85)  0.140
H (4.30, -3.01, 2.00)  0.081
O (2.02, 4.24, -2.98)  0.063
C (1.60, 4.04, -1.69)  -0.515
C (-2.30, -7.61, 6.95)  -0.517
H (-0.17, -6.28, 5.75)  0.139
H (-3.36, 1.16, -1.81)  0.102
H (-0.03, -7.79, 4.82)  0.139
C (-4.86, -3.69, 4.22)  -0.134
C (6.57, 8.59, -5.26)  -0.140
H (-2.62, -1.07, -3.50)  0.097
C (-2.15, -1.13, -2.41)  -0.088
O (-4.06, 1.66, 2.37)  0.134
O (-4.21, -2.53, 3.75)  0.062
H (4.82, -0.13, 0.94)  0.112
O (-4.75, -0.07, 1.05)  0.030
H (3.20, -1.09, 1.15)  0.101
H (-4.06, -2.13, -1.26)  0.074
C (3.78, 3.58, -1.68)  -0.131
O (-6.21, 1.55, 1.61)  0.070
C (-0.12, -8.07, 6.96)  -0.140
H (1.45, 1.03, -0.84)  0.118
H (3.73, 5.38, -2.89)  0.119
O (-1.26, -7.88, 7.78)  0.066
O (-4.74, 2.65, -2.22)  0.047
C (-6.84, 0.75, 0.62)  -0.133
C (0.16, -0.56, -0.74)  -0.161
H (-6.41, -1.23, 1.37)  0.133
H (2.93, -1.33, -5.48)  0.085
O (6.66, 8.38, -3.86)  0.068
H (-7.89, 0.58, 0.87)  0.138
C (-3.40, 2.23, -2.04)  -0.137
C (-0.62, -0.59, -2.22)  -0.383

SMILES ... CCc1cccc2c1Nc1ccccc1S2.O=C1OCCO1.O=C1OCCO1.O=C1OCCO1.O=C1OCCO1.O=C1OCCO1.O=C1OCCO1
HOMO-LUMO gap ... 7.98 eV
2S+1 ... 1

The following is a quantum chemistry calculation of C32H38AsF5N7O8S2Zr as an isolated structure in a non-equilibrium geometry, from the OMol25 dataset.

Each line ends with the Löwdin spin population.
CARTESIAN COORDINATES (ANGSTROEM)
C (-1.28, 0.10, -3.59)  0.000
H (-1.31, -6.35, -3.71)  0.022
H (-1.17, -0.74, 2.11)  0.000
As (1.22, -1.45, 1.01)  0.004
C (-1.30, -5.47, -3.09)  0.264
C (-3.74, -0.91, -0.62)  0.000
C (-1.41, -4.42, -0.93)  0.121
C (2.17, -2.60, 3.78)  0.000
H (1.32, -4.58, 1.35)  0.000
F (-6.36, -3.49, -0.16)  0.000
N (4.58, 5.65, 3.49)  0.000
C (2.60, 4.72, 0.51)  0.000
N (-1.32, -3.16, -1.49)  0.261
C (-1.18, -3.08, -2.86)  0.121
N (1.50, 2.28, -1.38)  0.000
N (-2.01, -1.09, 1.65)  0.000
C (-4.58, 0.07, -1.11)  0.000
F (-7.88, -1.46, -1.16)  0.000
H (4.63, 0.56, 1.59)  0.000
H (2.44, -3.55, 3.34)  0.000
H (2.24, 0.63, 2.01)  0.000
C (0.40, 2.88, -1.75)  0.000
H (-1.07, -4.05, -4.71)  -0.001
H (5.87, 3.68, 2.29)  0.000
C (-0.33, 2.14, 1.04)  0.000
H (-1.11, -2.09, -3.27)  0.009
C (-1.33, 4.36, -2.65)  0.000
O (3.02, 3.93, -2.59)  0.000
C (4.96, 3.97, 1.79)  0.000
C (-4.40, -2.10, -0.32)  0.000
H (-2.01, 3.15, 1.94)  0.000
H (-3.19, -0.72, 3.41)  0.000
C (-1.43, -5.54, -1.69)  0.054
H (2.37, 6.12, 2.12)  0.000
H (1.01, -4.26, -0.36)  0.003
C (4.16, 4.98, 2.33)  0.000
C (2.99, 5.35, 1.69)  0.000
O (-1.65, 0.21, -4.75)  0.000
H (-1.48, -4.42, 0.15)  0.009
H (-4.10, -0.93, 1.88)  0.000
H (5.18, 5.10, 4.08)  0.000
H (0.69, 1.01, -3.60)  0.000
C (1.04, -1.93, 3.00)  0.001
H (2.93, -2.70, -0.44)  0.000
N (-2.56, 1.34, 0.97)  0.000
C (-1.81, 2.59, 1.01)  0.000
C (0.26, 0.05, -3.30)  0.001
H (1.84, -2.79, 4.81)  0.000
H (0.70, -0.73, -3.94)  0.001
C (-1.74, 3.12, -2.29)  0.000
H (-1.91, 5.15, -3.08)  0.000
C (2.50, -2.97, 0.53)  0.000
H (-2.73, 2.75, -2.42)  0.000
H (0.16, -2.58, 3.06)  0.000
F (-3.69, -3.10, 0.28)  0.002
C (-1.18, -4.18, -3.65)  0.060
O (-1.04, -2.11, -0.69)  0.048
C (-5.95, -0.07, -1.32)  0.000
O (0.54, 2.87, 1.52)  0.000
H (3.81, 6.07, 4.00)  0.000
H (5.16, 2.57, 0.16)  0.000
H (1.69, 5.00, 0.02)  0.000
H (0.99, -1.09, -1.74)  0.001
H (2.53, 0.60, 0.29)  0.000
C (2.60, -0.01, 1.20)  0.001
H (2.49, -5.11, 0.13)  0.000
C (3.40, 3.72, -0.01)  0.000
Zr (-1.54, 0.01, -0.57)  0.009
O (-3.38, 1.73, 3.09)  0.000
H (-2.02, 3.23, 0.15)  0.000
C (-3.07, 1.00, 2.14)  0.000
F (-6.73, 0.94, -1.77)  0.000
C (4.06, -0.36, 1.43)  0.000
H (1.02, 0.55, -1.47)  0.000
O (-0.14, 0.94, 0.65)  0.000
H (0.78, -0.98, 3.48)  0.000
O (-2.03, -0.01, -2.57)  0.001
S (0.37, 4.55, -2.36)  0.000
S (2.96, 2.91, -1.55)  0.000
H (4.48, -0.86, 0.55)  0.000
H (3.33, -3.05, 1.24)  0.000
C (-5.77, -2.32, -0.50)  0.000
C (4.57, 3.35, 0.61)  0.000
C (1.79, -4.31, 0.40)  0.004
H (-1.52, -6.50, -1.21)  -0.002
N (-0.78, 2.30, -1.77)  0.000
H (3.05, -1.97, 3.83)  0.000
C (-6.55, -1.29, -1.01)  0.000
H (4.20, -1.00, 2.30)  0.000
O (3.89, 1.81, -1.71)  0.000
N (0.48, -0.22, -1.88)  0.003
C (-3.18, -0.53, 2.32)  0.000
F (-4.01, 1.29, -1.36)  0.000
H (-2.01, -2.11, 1.67)  0.000

Total charge ... -2
HOMO-LUMO gap (spin up / spin down) ... 4.43 / 7.32 eV
Expectation value of S² ... 0.7660
2S+1 ... 2

> Which of these has the highest 2S+1?

C32H38AsF5N7O8S2Zr